(1)
A structure of composition C42H45N5O3PPtS5, computed with ωB97M-V/def2-TZVPD.

```
102
Properties=species:S:1:pos:R:3:forces:R:3:lowdin_charge:R:1
Pt -0.277763 -0.018545 -0.221146 0.2 0.4 0.2 1.2459
N -0.114586 5.050988 6.480249 0.0 0.0 0.0 0.1239
C -0.242808 3.896013 5.753166 0.0 0.0 0.0 -0.3054
C 0.743176 2.900271 5.818602 0.0 0.0 0.0 -0.0160
C 0.632871 1.756405 5.060269 0.0 0.0 0.0 -0.0633
C -0.455329 1.598186 4.204881 0.1 0.0 0.0 -0.3176
C -1.448097 2.570921 4.134663 0.0 0.0 -0.1 -0.0716
C -1.343084 3.707032 4.906617 0.0 0.0 0.0 -0.0331
S -0.637198 0.113138 3.317459 0.0 -0.1 0.0 0.6444
O -2.030295 -0.023878 2.973235 0.0 0.1 0.1 -0.3255
O 0.043033 -0.922301 4.034224 0.0 0.0 0.0 -0.2560
N 0.103163 0.269279 1.837766 0.2 0.1 0.0 -0.1673
C 1.422700 0.495908 1.657357 0.0 -0.1 0.0 -0.5053
N 2.346441 0.790801 2.556260 0.0 0.0 0.0 0.1846
C 3.532611 1.120276 2.059611 0.0 0.0 0.0 -0.0805
C 3.814430 1.193321 0.696182 0.0 0.0 0.0 -0.0238
C 2.816954 0.812555 -0.172000 0.0 0.0 0.0 -0.0859
N 1.661383 0.384189 0.325871 0.0 -0.1 0.0 -0.0765
H 0.531671 5.058512 7.249898 0.0 0.0 0.0 0.1000
H -0.928665 5.627299 6.603117 0.0 0.0 0.0 0.1002
H 1.587623 3.028164 6.484870 0.0 0.0 0.0 0.1161
H 1.377705 0.977090 5.123291 0.0 0.0 0.0 0.1091
H -2.298693 2.433823 3.479209 0.0 0.0 0.0 0.1129
H -2.114524 4.465144 4.856386 0.0 0.0 0.0 0.1125
H 4.299194 1.363111 2.786742 0.0 0.0 0.0 0.1272
H 4.771354 1.533153 0.333127 0.0 0.0 0.0 0.1177
H 2.932447 0.831265 -1.246834 0.0 0.0 0.0 0.1346
S -0.676857 -0.099024 -2.536540 0.1 0.0 0.0 0.7630
C -2.294479 0.138495 -1.945431 0.0 0.0 0.0 -0.6957
C -3.498012 0.358433 -2.598906 0.0 0.0 0.0 -0.0389
C -4.639355 0.427035 -1.819785 0.0 0.0 0.0 -0.0250
C -4.567349 0.303360 -0.431979 0.0 0.0 0.0 -0.0320
C -3.337857 0.127319 0.164300 0.0 0.0 0.0 -0.1058
N -2.250096 0.034676 -0.607449 0.0 -0.1 0.0 -0.1831
H -3.526283 0.461545 -3.674043 0.0 0.0 0.0 0.1246
H -5.599160 0.583941 -2.294322 0.0 0.0 0.0 0.1229
H -5.453197 0.363642 0.182627 0.0 0.0 0.0 0.1206
H -3.181533 0.070438 1.234350 0.0 0.0 0.0 0.1007
O -0.133730 1.972445 -0.723683 -0.3 0.0 -0.4 -0.4139
C -0.190158 3.322546 -0.341396 0.1 0.0 0.1 -0.5551
C -1.447722 3.694655 0.424736 0.0 0.0 0.0 -0.4397
C -2.702539 3.240365 0.148419 0.0 0.0 0.0 -0.1171
C -3.717617 3.911649 0.879173 0.0 0.0 0.0 -0.1654
C -3.209789 4.893039 1.675876 0.0 0.0 0.0 -0.3975
S -1.509044 4.990151 1.552874 0.0 0.0 0.0 1.0860
C 1.064154 3.767351 0.411518 0.0 0.0 0.0 -0.4579
C 1.314927 3.692516 1.750390 0.0 0.0 0.0 -0.1671
C 2.570803 4.245811 2.119917 0.0 0.0 0.0 -0.1780
C 3.253792 4.730294 1.047071 0.0 0.0 0.0 -0.4012
S 2.385308 4.516488 -0.406497 0.0 0.0 0.0 1.0715
C -0.243929 4.069174 -1.676402 0.0 0.0 0.0 -0.5019
C -0.760735 5.295755 -1.963245 0.0 0.0 0.0 -0.1128
C -0.518975 5.695621 -3.306640 0.0 0.0 0.0 -0.1696
C 0.173289 4.759199 -4.009013 0.0 0.0 0.0 -0.4027
S 0.520072 3.381402 -3.056486 0.0 0.0 0.0 1.0199
H -2.888825 2.501879 -0.615060 0.0 0.0 0.0 0.0960
H -4.772477 3.687950 0.805482 0.0 0.0 0.0 0.1029
H -3.748481 5.557629 2.332412 0.0 0.0 0.0 0.0692
H 0.610111 3.286093 2.458473 -0.1 -0.1 0.1 0.0854
H 2.930250 4.296196 3.137976 0.0 0.0 0.0 0.1077
H 4.215872 5.217679 1.037745 0.0 0.0 0.0 0.0695
H -1.286861 5.901659 -1.239171 0.0 0.0 0.0 0.1087
H -0.853772 6.632682 -3.726769 0.0 0.0 0.0 0.1045
H 0.472940 4.795686 -5.044010 0.0 0.0 0.0 0.0663
C -1.229965 -4.975563 -0.657332 0.0 0.0 0.0 -0.0656
C -1.291288 -3.539307 -1.211668 0.0 0.0 -0.1 -0.6113
C -2.741431 -3.081064 -1.016058 0.0 0.0 0.0 -0.0712
C -1.021545 -3.584793 -2.721453 0.0 0.0 0.0 -0.0900
P -0.061241 -2.446959 -0.221508 0.0 -0.1 0.1 1.1087
C -0.356363 -3.059080 1.460035 -0.1 -0.1 0.0 -0.3582
C 0.409249 -4.030160 2.108364 -0.1 0.0 0.0 -0.0766
C -0.008057 -4.556331 3.318968 0.0 0.0 0.0 -0.0503
C -1.202187 -4.141828 3.892647 0.0 0.0 0.0 -0.0496
C -1.976041 -3.190178 3.252714 0.0 0.0 0.0 -0.0575
C -1.551488 -2.654948 2.047465 -0.1 -0.1 -0.1 -0.1565
C 1.714259 -2.842909 -0.752430 0.0 -0.1 0.0 -0.6266
C 2.701311 -2.527483 0.392774 0.0 0.1 0.0 -0.0702
C 2.046869 -1.989401 -1.984725 0.0 -0.1 -0.1 -0.1189
C 1.982979 -4.305636 -1.149775 0.0 0.0 0.1 -0.0762
H -1.945469 -5.563457 -1.236260 0.0 0.0 0.0 0.0984
H -1.530455 -5.029180 0.386695 0.0 0.0 0.0 0.0836
H -0.259892 -5.448523 -0.769183 0.1 0.0 0.0 0.0680
H -3.375498 -3.797118 -1.543403 0.0 0.0 0.0 0.1023
H -2.941489 -2.106539 -1.443962 0.0 0.0 0.0 0.0513
H -3.044905 -3.091605 0.028927 0.0 0.0 0.0 0.0778
H -1.737809 -4.284172 -3.157918 0.0 0.0 0.0 0.0971
H -0.030950 -3.946606 -2.975459 0.0 0.0 0.0 0.0579
H -1.164599 -2.618725 -3.195237 0.0 0.0 0.0 0.0313
H 1.320529 -4.405505 1.678954 0.1 0.0 -0.1 0.0814
H 0.601818 -5.300996 3.812858 0.0 0.0 0.0 0.1132
H -1.519535 -4.554570 4.840832 0.0 0.0 0.0 0.1145
H -2.895298 -2.834404 3.697778 0.0 0.0 0.0 0.1209
H -2.152861 -1.887903 1.582144 0.0 -0.1 0.0 0.0637
H 2.425647 -1.674979 1.004944 0.0 0.0 0.0 0.0586
H 3.678220 -2.324777 -0.051977 0.0 0.0 0.0 0.0995
H 2.826502 -3.370793 1.061496 0.0 -0.1 0.0 0.0721
H 1.957291 -0.925081 -1.800011 0.0 0.0 0.0 0.0112
H 1.409856 -2.235484 -2.833871 0.0 0.0 0.0 0.0651
H 3.079998 -2.194439 -2.272818 0.0 0.0 0.0 0.1011
H 1.783009 -5.012511 -0.348297 0.0 0.0 0.1 0.0733
H 3.049243 -4.372711 -1.379007 0.0 0.0 0.0 0.1015
H 1.445787 -4.623581 -2.036128 0.0 0.0 0.0 0.0663
```
Forces are in eV/Å.

Values from the calculation:
LUMO energy: -3.4 eV
orbital gap: 6.8 eV
HOMO energy: -0.37527 Eh
charge: +1
electronic energy: -4578.37998 hartree

***

(2)
A cluster of 6 separate species, H12O6 in total, computed with ωB97M-V/def2-TZVPD.

```
18
Properties=species:S:1:pos:R:3:forces:R:3:lowdin_charge:R:1
O 2.598172 0.962539 2.009902 0.6 0.2 0.9 -0.0850
H 1.643735 1.005646 2.068487 -0.2 -0.1 -0.2 -0.0142
H 2.776536 0.852120 1.075973 0.0 -0.1 -0.3 -0.0356
O 0.429686 -1.902031 -0.377165 -0.1 -0.3 -0.4 -0.0271
H 1.064983 -2.595258 -0.556231 0.3 -0.1 -0.1 0.0641
H -0.220440 -2.313539 0.192250 -0.2 -0.2 0.2 0.0570
O -2.221283 0.715183 -2.101036 0.1 0.4 -0.8 -0.0625
H -2.428465 -0.163577 -2.419003 0.0 -0.2 -0.1 0.0285
H -2.207243 0.628395 -1.147885 0.1 -0.2 0.1 -0.0436
O 2.676453 0.688354 -0.730880 0.2 0.0 -0.3 -0.0342
H 2.898781 0.107081 -1.458150 0.2 -0.1 -0.1 0.0529
H 1.799528 1.009974 -0.940139 -0.4 0.2 0.1 0.0477
O -2.557860 0.221313 0.459628 -0.2 -0.1 0.6 -0.0325
H -2.713525 -0.509840 1.057474 0.0 -0.3 0.2 0.0814
H -3.305783 0.803639 0.592837 -0.3 0.3 0.0 0.0855
O 0.173385 0.338076 1.000783 -0.3 0.6 0.4 -0.0589
H 0.361957 -0.337560 0.349484 0.4 -0.4 -0.2 -0.0218
H -0.768618 0.489486 0.923672 -0.2 0.3 0.0 -0.0017
```
Forces are in eV/Å.

Values from the calculation:
LUMO energy: -0.2 eV
orbital gap: 9.4 eV
HOMO energy: -0.35325 Eh
electronic energy: -458.61989 hartree

***

(3)
A structure of composition C36H33CuFN2O2PSSe, computed with ωB97M-V/def2-TZVPD.

```
78
Properties=species:S:1:pos:R:3:forces:R:3:lowdin_charge:R:1
Cu 1.589282 -0.131398 0.197162 -1.0 -0.1 -0.8 0.2373
C 2.786919 -2.581728 3.001221 -0.1 -0.1 0.0 -0.0628
C 1.773649 -3.208983 2.044958 0.1 0.3 -0.1 -0.3740
C 2.377568 -3.459430 0.661693 -0.1 0.0 0.2 -0.0577
C 0.473702 -2.392178 1.938851 0.0 -0.4 0.2 -0.2949
C -0.432208 -2.537491 3.172909 0.1 -0.2 -0.2 -0.0893
O -0.636660 -1.190534 3.633794 -0.1 0.2 0.1 0.0041
C -0.029488 -0.376838 2.752461 0.1 -0.5 -0.2 -0.3280
N 0.635835 -0.934742 1.821672 0.2 -0.1 0.3 0.0858
C -0.259503 1.060311 2.998025 -0.1 0.3 0.0 -0.1056
C -0.449563 1.455070 4.324337 0.1 -0.1 0.0 -0.0108
C -0.764559 2.761724 4.639728 0.0 0.0 0.0 -0.0689
C -0.921902 3.697404 3.626136 0.0 0.0 0.0 -0.0681
C -0.721806 3.321622 2.311200 0.0 -0.1 0.0 -0.0818
C -0.380011 2.011024 1.976037 0.0 -0.1 0.0 -0.2672
P -0.021972 1.613017 0.221531 0.1 0.3 0.1 1.1159
C -1.572619 1.893517 -0.663176 0.1 -0.3 -0.1 -0.3760
C -1.512320 1.781115 -2.055047 0.0 0.0 0.1 -0.1057
C -2.662077 1.927727 -2.810586 0.0 0.0 0.0 -0.0711
C -3.879342 2.156328 -2.182375 0.0 0.0 0.0 -0.0866
C -3.947093 2.209266 -0.799408 -0.1 0.0 0.0 -0.0866
C -2.799131 2.071780 -0.035019 0.1 0.1 0.0 -0.1124
C 1.014469 3.073796 -0.182599 0.0 0.1 0.0 -0.3417
C 2.204781 3.193933 0.541571 -0.1 -0.1 -0.1 -0.1088
C 3.104748 4.206173 0.259924 0.0 0.0 0.0 -0.0740
C 2.828517 5.117165 -0.751786 0.0 0.0 0.0 -0.0946
C 1.644889 5.015111 -1.464628 0.0 0.0 0.0 -0.0885
C 0.739769 3.999329 -1.183792 -0.1 -0.1 0.1 -0.0790
H 3.612959 -3.271800 3.185606 0.0 0.0 0.0 0.0774
H 2.326614 -2.339708 3.963984 0.0 0.0 0.0 0.0761
H 3.193002 -1.664792 2.580924 0.0 0.1 0.0 0.0502
H 1.471429 -4.178403 2.458801 -0.1 0.0 0.0 0.1334
H 2.589915 -2.515668 0.153662 0.1 0.0 0.0 0.0504
H 1.689335 -4.036314 0.040419 0.0 0.0 0.0 0.0752
H 3.311697 -4.018512 0.744077 0.0 0.0 0.0 0.0786
H -0.076468 -2.700308 1.044941 -0.1 0.0 0.1 0.0682
H 0.028819 -3.108436 3.981642 0.0 0.1 0.0 0.1214
H -1.400482 -2.962693 2.912348 0.0 0.1 0.0 0.1107
H -0.340287 0.716153 5.106498 -0.1 0.0 0.0 0.1186
H -0.896899 3.051012 5.674219 0.0 0.0 0.0 0.1028
H -1.198714 4.717351 3.862012 0.0 0.0 0.0 0.1036
H -0.818501 4.050527 1.516235 0.0 0.0 0.0 0.1147
H -0.563950 1.543336 -2.526555 0.0 0.1 -0.1 0.0953
H -2.612270 1.841050 -3.888804 0.0 0.0 0.0 0.1043
H -4.779137 2.261920 -2.775479 0.0 0.0 0.0 0.0978
H -4.905415 2.334360 -0.311257 0.0 0.0 0.0 0.1017
H -2.858507 2.073501 1.045535 0.0 0.0 0.0 0.1022
H 2.435265 2.466482 1.310923 0.1 0.0 0.0 0.0861
H 4.029701 4.274252 0.818762 0.0 0.0 0.0 0.1072
H 3.538015 5.900279 -0.989300 0.0 0.0 0.0 0.0970
H 1.423585 5.727513 -2.250224 0.0 0.0 0.0 0.0985
H -0.182065 3.933728 -1.745046 0.0 0.0 0.0 0.0952
O 5.737276 0.957832 0.784525 0.0 -0.1 -0.3 -0.5879
S 4.613932 0.374694 0.035973 -0.3 0.0 0.8 0.6974
N 3.344953 0.179761 0.786899 1.3 0.1 -0.1 -0.4444
F 1.097591 0.054976 -5.889273 0.0 0.0 0.0 0.0230
C 1.255290 -0.014107 -4.539169 0.0 0.0 0.0 -0.3006
C 0.520885 -0.938136 -3.825551 0.0 0.0 -0.1 -0.0229
C 0.681019 -0.988906 -2.444434 0.0 -0.1 0.1 -0.1151
C 1.579903 -0.149508 -1.782345 0.0 0.1 0.1 -0.2301
C 2.292076 0.772999 -2.547874 0.0 -0.1 0.1 -0.1436
C 2.136691 0.853411 -3.928379 0.0 0.0 0.0 -0.0308
H -0.173758 -1.592511 -4.337207 0.0 0.0 0.0 0.1158
H 0.053496 -1.672803 -1.880296 0.0 0.0 0.0 0.0644
H 2.975709 1.464185 -2.065867 0.0 0.0 0.0 0.0687
H 2.682432 1.577415 -4.520860 0.0 0.0 0.0 0.1096
Se -2.390996 -1.531323 0.151641 -0.1 0.1 0.0 0.5550
C -2.842729 -3.114889 -0.802129 0.2 0.3 0.3 -0.7167
C -1.860523 -4.027688 -1.199550 -0.1 -0.2 -0.1 -0.1659
C -2.197395 -5.178276 -1.898949 0.1 0.0 0.0 -0.1229
C -3.521051 -5.448663 -2.217788 0.0 -0.1 -0.1 -0.1397
C -4.505763 -4.548480 -1.828834 0.0 0.1 0.0 -0.1249
C -4.172552 -3.396699 -1.131388 0.0 -0.2 -0.1 -0.1685
H -0.822319 -3.826460 -0.962347 0.0 0.0 0.0 0.0660
H -1.415701 -5.869202 -2.197355 0.0 0.0 0.0 0.0900
H -3.782638 -6.346601 -2.765184 0.0 0.0 0.0 0.0825
H -5.545606 -4.741703 -2.070285 0.0 0.0 0.0 0.0881
H -4.941735 -2.696239 -0.832689 0.0 0.0 0.0 0.0778
```
Forces are in eV/Å.

Values from the calculation:
LUMO energy (alpha / beta): 2.4 / 2.0 eV
orbital gap (alpha / beta): 5.9 / 5.6 eV
HOMO energy (alpha / beta): -0.13084 / -0.13081 Eh
2S+1: 2
charge: -1
electronic energy: -6532.98040 hartree

***

(4)
A cluster of 2 separate species, C4H11N3O in total, computed with ωB97M-V/def2-TZVPD.

```
19
Properties=species:S:1:pos:R:3:forces:R:3:lowdin_charge:R:1
C 0.229605 0.552006 1.691216 -0.5 0.2 -0.2 -0.2289
N 0.715785 1.822437 1.153534 -0.1 -0.1 0.0 0.0018
C 0.045084 -0.466125 0.568074 1.8 -1.6 0.5 -0.4534
C -0.190560 -1.788857 0.842989 -0.3 1.1 -0.4 0.0153
H 0.017038 2.279578 0.577241 0.0 0.0 0.0 0.0769
H 0.986109 2.456385 1.892701 0.0 0.0 0.0 0.0759
H 0.985653 0.174535 2.383080 0.0 0.0 -0.1 0.1206
H -0.719901 0.620132 2.237579 0.1 0.0 0.0 0.1171
H -1.027545 0.264898 -0.292487 -0.1 0.8 -1.7 0.1631
H -0.106530 -2.547195 0.078636 0.1 -0.1 -0.1 0.0440
H -0.708780 -2.066840 1.747520 0.0 0.0 0.1 0.0524
C -0.412899 0.400625 -1.619877 -1.1 0.1 2.0 -0.6064
N 0.899024 -0.175277 -0.604310 -0.1 -0.2 -0.1 0.0926
N -0.859190 -0.724787 -2.306764 0.6 -0.1 -0.1 0.1015
O -0.254016 1.501791 -2.101732 0.1 -0.1 -0.1 -0.0072
H -1.176961 -1.487412 -1.719550 -0.3 0.2 -0.5 0.0750
H -1.327519 -0.488224 -3.170583 -0.2 -0.3 0.3 0.0999
H 1.427915 -0.976144 -0.949038 0.0 0.1 0.2 0.1404
H 1.477688 0.648476 -0.408230 0.0 -0.2 0.0 0.1195
```
Forces are in eV/Å.

Values from the calculation:
LUMO energy: 0.9 eV
orbital gap: 8.3 eV
HOMO energy: -0.27302 Eh
electronic energy: -398.39369 hartree

***

Calculated energy relative to the best compared isomer or geometry (same formula, charge and spin), 0.0; 33.0; 0.0; 100.7 kcal per mole (same order as the records).
Calculated maximum force, 0.51; 1.11; 1.33; 2.45 eV/Å (same order as the records).